# 1
{
  "formula": "C41H34GeIrN2O2S",
  "method": "the ωB97M-V functional and the def2-TZVPD basis",
  "elements": ["Ir", "C", "C", "C", "C", "C", "C", "C", "H", "H", "H", "H", "H", "H", "H", "H", "O", "S", "O", "N", "C", "C", "C", "C", "C", "C", "C", "C", "N", "C", "C", "C", "C", "C", "C", "C", "H", "H", "H", "H", "H", "H", "H", "H", "H", "H", "H", "C", "Ge", "C", "C", "C", "C", "C", "C", "C", "C", "C", "C", "C", "C", "C", "C", "C", "C", "C", "C", "H", "H", "H", "H", "H", "H", "H", "H", "H", "H", "H", "H", "H", "H", "H"],
  "xyz": [[0.046, 0.760, 1.635], [-2.951, 0.225, 2.688], [-1.621, 0.899, 2.947], [-0.788, 0.430, 4.032], [0.141, 1.239, 4.630], [0.157, 2.653, 4.399], [-0.586, 3.148, 3.386], [-1.301, 2.251, 2.507], [-3.176, -0.484, 3.484], [-2.967, -0.322, 1.748], [-3.748, 0.971, 2.673], [-0.900, -0.597, 4.353], [0.796, 0.813, 5.380], [0.751, 3.292, 5.039], [-0.648, 4.215, 3.203], [-1.963, 2.705, 1.780], [1.557, -2.949, 2.782], [1.053, -2.483, 1.513], [1.445, -3.212, 0.333], [1.392, -0.888, 1.353], [2.737, -0.575, 1.213], [3.776, -1.444, 0.937], [5.091, -0.977, 0.762], [5.412, 0.347, 0.844], [4.388, 1.269, 1.147], [4.614, 2.657, 1.262], [3.584, 3.494, 1.574], [2.309, 2.948, 1.788], [2.066, 1.661, 1.695], [3.070, 0.804, 1.354], [-0.716, -2.583, 1.580], [-1.438, -2.540, 0.397], [-2.800, -2.789, 0.417], [-3.425, -3.110, 1.617], [-2.690, -3.177, 2.793], [-1.327, -2.914, 2.779], [3.587, -2.499, 0.815], [5.860, -1.706, 0.536], [6.423, 0.700, 0.690], [5.613, 3.041, 1.094], [3.728, 4.562, 1.660], [1.472, 3.577, 2.052], [-0.920, -2.346, -0.532], [-3.367, -2.744, -0.504], [-4.487, -3.320, 1.632], [-3.174, -3.450, 3.723], [-0.725, -3.002, 3.674], [-0.677, 0.785, 0.042], [-0.685, 0.139, -1.822], [-2.522, -0.435, -2.127], [-2.858, -1.247, -3.212], [-4.174, -1.641, -3.424], [-5.175, -1.216, -2.561], [-4.859, -0.388, -1.492], [-3.541, -0.002, -1.280], [-0.282, 1.782, -2.805], [-0.824, 2.995, -2.380], [-0.559, 4.171, -3.068], [0.255, 4.149, -4.193], [0.800, 2.949, -4.627], [0.531, 1.774, -3.937], [0.659, -1.187, -2.288], [1.996, -0.806, -2.167], [3.018, -1.692, -2.474], [2.714, -2.975, -2.911], [1.391, -3.368, -3.030], [0.371, -2.481, -2.716], [-2.093, -1.576, -3.906], [-4.416, -2.276, -4.266], [-6.200, -1.522, -2.726], [-5.636, -0.044, -0.821], [-3.304, 0.646, -0.445], [-1.453, 3.023, -1.496], [-0.987, 5.105, -2.726], [0.464, 5.067, -4.729], [1.435, 2.927, -5.503], [0.966, 0.843, -4.284], [2.248, 0.195, -1.830], [4.050, -1.381, -2.366], [3.509, -3.671, -3.146], [1.148, -4.373, -3.351], [-0.656, -2.818, -2.800]],
  "multiplicity": 2,
  "total_charge": 0,
  "homo_lumo_gap_ev": [6.2, 7.0],
  "de_lowest_kcal_mol": 6.3,
  "e_lumo_ev": [-0.3, -0.4],
  "total_energy_ev": -120331.4214,
  "s2": 0.76
}

***

# 2
{
  "formula": "C3H7N2",
  "method": "the ωB97M-V functional and the def2-TZVPD basis",
  "elements": ["C", "C", "C", "N", "N", "H", "H", "H", "H", "H", "H", "H"],
  "xyz": [[1.269, 0.532, -0.010], [0.396, 0.827, 1.238], [0.775, -0.269, -0.848], [0.207, -1.074, -1.600], [-0.144, -0.134, 1.820], [2.216, 1.000, -0.103], [0.162, 1.812, 1.599], [-1.852, 0.499, -0.644], [0.233, -2.072, -1.430], [-0.506, -0.901, -2.282], [-2.106, -0.246, -0.411], [-0.650, 0.027, 2.672]],
  "total_charge": 1,
  "homo_lumo_gap_ev": 9.8,
  "de_lowest_kcal_mol": 78.0,
  "e_lumo_ev": -4.9,
  "total_energy_ev": -6194.1293
}

***

# 3
{
  "formula": "C20H17N3O5SW",
  "method": "the ωB97M-V functional and the def2-TZVPD basis",
  "elements": ["W", "O", "C", "O", "C", "C", "C", "C", "C", "O", "C", "C", "O", "O", "H", "H", "H", "H", "H", "H", "H", "H", "N", "C", "C", "C", "C", "C", "C", "S", "N", "C", "C", "C", "C", "C", "C", "N", "H", "H", "H", "H", "H", "H", "H", "H", "H"],
  "xyz": [[0.516, 0.394, -0.059], [1.704, 3.655, -1.683], [1.922, 2.674, -1.087], [1.170, 1.464, -1.400], [3.011, 2.377, -0.071], [3.666, 1.045, -0.476], [5.060, 0.915, 0.099], [4.762, 0.772, 1.605], [3.245, 0.707, 1.638], [2.868, 0.106, 0.336], [2.565, 2.051, 1.416], [1.086, 1.756, 1.432], [0.190, 2.430, 0.884], [0.634, 0.499, 1.851], [3.700, 3.218, -0.100], [3.562, 0.783, -1.524], [5.553, 0.030, -0.298], [5.673, 1.780, -0.147], [5.195, -0.134, 2.020], [5.124, 1.612, 2.197], [2.818, 0.117, 2.440], [2.830, 2.839, 2.119], [-3.218, -1.199, -0.888], [-4.268, -0.372, -0.371], [-5.481, -0.947, -0.042], [-6.471, -0.151, 0.518], [-6.227, 1.190, 0.771], [-4.993, 1.753, 0.463], [-4.019, 0.971, -0.133], [-2.508, 1.670, -0.705], [-1.471, 0.285, -0.486], [-1.936, -0.931, -0.773], [-0.929, -2.024, -0.911], [-1.221, -3.316, -1.279], [-0.182, -4.241, -1.385], [1.114, -3.851, -1.099], [1.343, -2.542, -0.718], [0.350, -1.645, -0.633], [-3.492, -2.140, -1.128], [-5.659, -2.002, -0.217], [-7.430, -0.586, 0.763], [-6.998, 1.806, 1.213], [-4.799, 2.798, 0.665], [-2.229, -3.636, -1.502], [-0.399, -5.257, -1.685], [1.941, -4.543, -1.163], [2.331, -2.180, -0.467]],
  "total_charge": 2,
  "homo_lumo_gap_ev": 6.2,
  "de_lowest_kcal_mol": 0.0,
  "e_lumo_ev": -8.0,
  "total_energy_ev": -48370.3973
}

***

# 4
{
  "formula": "C60H75F5O4P",
  "method": "the ωB97M-V functional and the def2-TZVPD basis",
  "elements": ["C", "C", "C", "P", "C", "C", "C", "C", "F", "F", "C", "F", "F", "F", "C", "O", "C", "C", "C", "O", "C", "C", "C", "C", "C", "O", "C", "O", "H", "H", "H", "H", "H", "H", "H", "H", "H", "H", "H", "H", "H", "H", "H", "H", "H", "H", "H", "H", "H", "H", "H", "H", "H", "H", "H", "H", "H", "H", "H", "H", "H", "C", "C", "C", "C", "C", "C", "H", "H", "H", "H", "H", "H", "C", "C", "C", "C", "C", "C", "H", "H", "H", "H", "H", "H", "C", "C", "C", "C", "C", "C", "H", "H", "H", "H", "H", "H", "C", "C", "C", "C", "C", "C", "H", "H", "H", "H", "H", "H", "C", "C", "C", "C", "C", "C", "H", "H", "H", "H", "H", "H", "C", "C", "C", "C", "C", "C", "H", "H", "H", "H", "H", "H", "C", "C", "C", "C", "C", "C", "H", "H", "H", "H", "H", "H"],
  "xyz": [[-2.277, 0.424, -2.789], [-3.283, 1.155, -2.232], [-3.816, 1.063, -0.846], [-2.716, 1.838, 0.593], [-1.713, 2.958, -0.553], [-0.889, 4.078, 0.101], [0.468, 3.557, 0.573], [1.141, 4.569, 1.484], [0.607, 4.506, 2.729], [0.907, 5.844, 1.045], [2.701, 4.459, 1.635], [3.035, 4.061, 2.862], [3.268, 3.614, 0.769], [3.284, 5.648, 1.446], [-1.430, 0.410, 0.573], [-1.896, -0.788, 1.190], [-2.188, -1.858, 0.330], [-3.491, -2.531, 0.728], [-3.473, -3.056, 2.167], [-1.944, 2.476, 2.044], [-2.886, 2.970, 2.947], [-4.151, 3.403, 2.132], [-4.544, 4.855, 2.404], [-5.598, 4.999, 3.525], [-4.986, 5.140, 4.925], [-5.417, 4.062, 5.747], [-4.594, 3.912, 6.879], [-3.906, 3.148, 0.781], [-2.198, -0.658, -2.721], [-1.492, 0.933, -3.351], [-3.755, 1.912, -2.866], [-4.014, 0.016, -0.579], [-4.769, 1.598, -0.796], [-3.521, 1.011, 1.481], [-1.060, 2.355, -1.195], [-2.414, 3.462, -1.225], [-0.701, 4.817, -0.689], [-1.435, 4.611, 0.880], [1.078, 3.364, -0.309], [0.332, 2.665, 1.190], [-0.603, 0.766, 1.198], [-1.006, 0.216, -0.420], [-1.389, -2.622, 0.380], [-2.233, -1.542, -0.717], [-4.323, -1.821, 0.652], [-3.720, -3.338, 0.018], [-3.367, -2.210, 2.847], [-2.663, -3.775, 2.312], [-4.434, -3.527, 2.392], [-2.397, 3.826, 3.433], [-3.202, 2.241, 3.708], [-4.970, 2.737, 2.448], [-4.951, 5.304, 1.493], [-3.670, 5.451, 2.688], [-6.214, 5.873, 3.296], [-6.242, 4.117, 3.552], [-3.890, 5.135, 4.850], [-5.303, 6.081, 5.398], [-3.571, 3.652, 6.577], [-4.569, 4.828, 7.486], [-4.991, 3.097, 7.487], [1.976, -1.699, -2.011], [1.338, -0.498, -2.285], [1.681, 0.645, -1.579], [2.663, 0.593, -0.601], [3.307, -0.608, -0.332], [2.962, -1.754, -1.035], [1.705, -2.594, -2.556], [0.568, -0.452, -3.046], [1.175, 1.580, -1.786], [2.925, 1.485, -0.051], [4.073, -0.651, 0.432], [3.457, -2.693, -0.818], [2.413, -7.579, -2.037], [1.191, -7.530, -2.695], [0.873, -6.439, -3.492], [1.781, -5.399, -3.635], [3.002, -5.448, -2.978], [3.318, -6.536, -2.177], [2.657, -8.429, -1.411], [0.482, -8.341, -2.583], [-0.083, -6.398, -3.996], [1.532, -4.548, -4.255], [3.708, -4.634, -3.087], [4.269, -6.570, -1.661], [6.423, 7.055, 2.940], [7.659, 7.558, 3.322], [7.911, 8.921, 3.236], [6.923, 9.780, 2.774], [5.687, 9.276, 2.395], [5.436, 7.913, 2.475], [6.225, 5.992, 3.005], [8.427, 6.888, 3.686], [8.877, 9.313, 3.529], [7.118, 10.843, 2.710], [4.916, 9.946, 2.037], [4.476, 7.519, 2.177], [-1.330, -8.005, 0.144], [-2.572, -7.387, 0.200], [-3.703, -8.131, 0.507], [-3.591, -9.491, 0.764], [-2.349, -10.108, 0.710], [-1.219, -9.365, 0.398], [-0.449, -7.424, -0.097], [-2.658, -6.326, 0.005], [-4.672, -7.650, 0.546], [-4.473, -10.070, 1.007], [-2.261, -11.168, 0.913], [-0.249, -9.846, 0.353], [5.001, 3.031, -5.659], [4.218, 1.981, -5.199], [3.887, 1.896, -3.853], [4.335, 2.868, -2.969], [5.116, 3.920, -3.429], [5.452, 4.000, -4.773], [5.260, 3.095, -6.709], [3.863, 1.226, -5.890], [3.283, 1.076, -3.493], [4.074, 2.804, -1.921], [5.462, 4.678, -2.738], [6.063, 4.819, -5.131], [-6.436, -0.194, -3.019], [-6.033, -0.733, -4.233], [-6.813, -0.555, -5.367], [-7.995, 0.170, -5.290], [-8.397, 0.712, -4.077], [-7.619, 0.528, -2.942], [-5.825, -0.331, -2.137], [-5.106, -1.288, -4.292], [-6.499, -0.978, -6.313], [-8.602, 0.313, -6.175], [-9.317, 1.281, -4.016], [-7.931, 0.949, -1.995], [6.388, -8.235, 1.542], [7.591, -7.645, 1.905], [7.744, -6.268, 1.816], [6.692, -5.480, 1.370], [5.489, -6.070, 1.010], [5.337, -7.447, 1.092], [6.269, -9.309, 1.609], [8.410, -8.259, 2.258], [8.684, -5.809, 2.095], [6.809, -4.406, 1.304], [4.667, -5.456, 0.664], [4.398, -7.905, 0.807]],
  "total_charge": -1,
  "homo_lumo_gap_ev": 6.6,
  "e_lumo_ev": 2.0,
  "total_energy_ev": -94501.1327
}

***

# 5
{
  "formula": "C50H31CoI4N5O",
  "method": "the ωB97M-V functional and the def2-TZVPD basis",
  "elements": ["Co", "I", "C", "C", "C", "C", "C", "C", "C", "C", "C", "C", "C", "C", "C", "C", "C", "C", "I", "C", "C", "C", "N", "C", "C", "C", "C", "C", "C", "I", "C", "C", "C", "C", "C", "C", "N", "C", "C", "C", "C", "C", "N", "C", "C", "C", "C", "I", "C", "C", "C", "C", "N", "H", "H", "H", "H", "H", "H", "H", "H", "H", "H", "H", "H", "H", "H", "H", "H", "H", "H", "H", "H", "H", "H", "H", "H", "O", "C", "C", "C", "C", "C", "C", "N", "H", "H", "H", "H", "H", "H", "H"],
  "xyz": [[0.471, 0.243, -0.398], [3.695, -5.386, 6.783], [2.831, -4.216, 5.293], [1.459, -4.009, 5.288], [0.888, -3.223, 4.299], [1.669, -2.634, 3.307], [3.043, -2.870, 3.323], [3.626, -3.653, 4.306], [1.095, -1.783, 2.233], [0.380, -0.615, 2.605], [-0.044, -0.321, 3.930], [-0.829, 0.800, 3.848], [-0.868, 1.193, 2.489], [-1.414, 2.495, 2.079], [-1.680, 3.485, 3.164], [-2.863, 3.406, 3.894], [-3.146, 4.327, 4.888], [-2.242, 5.346, 5.157], [-2.667, 6.742, 6.643], [-1.058, 5.439, 4.441], [-0.782, 4.506, 3.452], [-1.513, 2.917, 0.799], [0.095, 2.144, -0.596], [0.146, 3.196, -1.557], [0.665, 2.885, -2.758], [0.828, 3.935, -3.794], [2.058, 4.125, -4.421], [2.233, 5.138, -5.349], [1.169, 5.972, -5.665], [1.427, 7.494, -7.060], [-0.064, 5.793, -5.058], [-0.228, 4.778, -4.128], [0.993, 1.491, -3.115], [1.205, 1.078, -4.443], [1.325, -0.301, -4.429], [1.189, -0.702, -3.087], [0.989, 0.389, -2.288], [1.291, -2.037, -2.596], [1.235, -2.423, -1.273], [1.602, -3.726, -0.754], [1.649, -3.622, 0.589], [1.257, -2.261, 0.928], [0.993, -1.587, -0.211], [1.546, -3.097, -3.614], [0.486, -3.827, -4.142], [0.706, -4.818, -5.087], [2.001, -5.082, -5.508], [2.343, -6.571, -6.925], [3.069, -4.361, -4.995], [2.836, -3.372, -4.052], [-0.461, 4.397, -0.908], [-1.202, 4.262, 0.226], [-0.079, 0.335, 1.740], [0.833, -4.463, 6.044], [-0.187, -3.096, 4.279], [3.665, -2.423, 2.558], [4.694, -3.819, 4.303], [0.204, -0.866, 4.824], [-1.319, 1.305, 4.663], [-3.568, 2.614, 3.676], [-4.068, 4.255, 5.448], [-0.350, 6.227, 4.656], [0.154, 4.566, 2.911], [2.887, 3.475, -4.175], [3.195, 5.277, -5.822], [-0.896, 6.436, -5.312], [-1.199, 4.630, -3.672], [1.242, 1.721, -5.306], [1.490, -0.952, -5.271], [1.810, -4.595, -1.357], [1.891, -4.391, 1.303], [-0.522, -3.615, -3.808], [-0.125, -5.379, -5.490], [4.076, -4.571, -5.327], [3.667, -2.806, -3.650], [-0.279, 5.382, -1.318], [-1.516, 5.153, 0.754], [2.231, 1.667, 0.328], [1.133, 2.532, 0.459], [-1.403, 1.951, -0.340], [-2.391, 2.417, -1.407], [-3.661, 1.931, -1.327], [-3.944, 0.823, -0.518], [-2.808, 0.062, -0.125], [-1.613, 0.531, -0.204], [2.697, 1.871, -0.494], [1.432, 3.561, 0.271], [0.760, 2.411, 1.460], [-2.158, 3.205, -2.097], [-4.438, 2.366, -1.942], [-4.941, 0.418, -0.427], [-2.909, -0.999, 0.085]],
  "multiplicity": 4,
  "total_charge": 0,
  "homo_lumo_gap_ev": [5.3, 5.4],
  "e_lumo_ev": [-0.8, -1.8],
  "total_energy_ev": -131877.0003,
  "s2": 3.92
}

***

# 6
{
  "formula": "C4H11N2",
  "method": "the ωB97M-V functional and the def2-TZVPD basis",
  "elements": ["C", "C", "C", "C", "N", "N", "H", "H", "H", "H", "H", "H", "H", "H", "H", "H", "H"],
  "xyz": [[-0.943, 1.422, 1.512], [-0.408, 0.946, 0.176], [0.666, -0.118, 0.235], [1.258, -0.535, -0.964], [2.471, -1.300, -0.970], [-2.471, -0.343, -0.090], [-0.185, 1.440, 2.311], [-1.294, 2.472, 1.454], [-0.028, 1.634, -0.570], [-1.425, 0.385, -0.111], [0.836, -0.575, 1.243], [0.935, 0.017, -1.870], [2.423, -2.310, -0.599], [3.015, -1.321, -1.798], [-2.521, -1.274, -0.488], [-1.730, 0.853, 1.982], [-3.459, -0.113, 0.114]],
  "total_charge": 1,
  "homo_lumo_gap_ev": 6.2,
  "de_lowest_kcal_mol": 150.2,
  "e_lumo_ev": -7.3,
  "total_energy_ev": -7294.4353
}

***

# 7
{
  "formula": "C4H9NO",
  "method": "the ωB97M-V functional and the def2-TZVPD basis",
  "elements": ["C", "N", "C", "C", "C", "O", "H", "H", "H", "H", "H", "H", "H", "H", "H"],
  "xyz": [[-0.366, -1.850, 0.780], [0.174, -0.577, 1.295], [-0.545, 1.641, 0.400], [0.471, 0.532, 0.281], [0.604, 0.014, -1.100], [0.006, 0.452, -2.042], [0.314, -2.289, 0.045], [-1.242, -1.710, 0.136], [-0.490, -2.583, 1.568], [-0.593, -0.214, 1.853], [-0.186, 2.541, -0.100], [-0.549, 2.027, 1.424], [-1.528, 1.357, 0.053], [1.455, 0.878, 0.602], [1.294, -0.820, -1.268]],
  "total_charge": 0,
  "homo_lumo_gap_ev": 10.1,
  "smiles": "CN[C@H](C)C=O",
  "de_lowest_kcal_mol": 45.1,
  "e_lumo_ev": 1.0,
  "total_energy_ev": -7830.3632
}

***

# 8
{
  "formula": "C3H6OS2",
  "method": "the ωB97M-V functional and the def2-TZVPD basis",
  "elements": ["C", "C", "C", "H", "H", "H", "H", "H", "H", "O", "S", "S"],
  "xyz": [[0.525, 0.858, -2.081], [-0.171, -0.092, 0.535], [1.304, -0.428, 0.567], [0.172, 1.520, -2.849], [1.544, 1.149, -1.775], [0.591, -0.142, -2.461], [1.563, -0.724, 1.563], [1.847, 0.570, 0.433], [1.415, -2.124, -0.373], [1.841, -1.298, -0.367], [-0.734, 0.811, -0.807], [-1.254, -0.305, 1.699]],
  "total_charge": 0,
  "homo_lumo_gap_ev": 8.5,
  "de_lowest_kcal_mol": 29.1,
  "e_lumo_ev": -0.3,
  "total_energy_ev": -26925.1818
}